[1]
Formula: C3H10N2O2
Source: the Open Molecules 2025 dataset
Level of theory: the ωB97M-V functional and the def2-TZVPD basis

## Properties
structure (SMILES)	C[C@H](N)C(N)=O.O
F_max	0.0205	Eh/bohr
LUMO level	0.0292	Ha
ΔE to the lowest compared entry with this formula, charge and spin	21.0	kcal per mole
orbital gap	9.9	eV

Bonds (Å) are listed after each position.
Cartesian coordinates (Å):
1 C 0.6248 -1.5814 -0.8115  C2 1.524, H7 1.090, H8 1.097, H9 1.085
2 C 0.2630 -0.5694 0.2692  C1 1.524, N3 1.465, C4 1.521, H10 1.088
3 N -0.4707 0.5964 -0.2284  C2 1.465, H11 1.012, H12 1.010
4 C 1.4848 -0.1262 1.0586  C2 1.521, N5 1.391, O6 1.206
5 N 1.4228 -0.3801 2.4252  C4 1.391, H13 1.010, H14 1.006
6 O 2.4296 0.4264 0.5524  C4 1.206
7 H 1.4243 -1.2838 -1.4896  C1 1.090
8 H 0.9864 -2.5137 -0.3595  C1 1.097
9 H -0.2954 -1.8401 -1.3257  C1 1.085
10 H -0.4189 -1.0230 0.9851  C2 1.088
11 H -0.0248 0.9928 -1.0453  N3 1.012
12 H -1.4191 0.3521 -0.4751  N3 1.010
13 H 2.3340 -0.4233 2.8593  N5 1.010
14 H 0.6670 -0.0121 2.9779  N5 1.006
15 O -2.8158 2.1556 -1.6484  H16 0.962, H17 0.962
16 H -3.2406 2.2163 -2.5092  O15 0.962
17 H -2.9512 3.0136 -1.2350  O15 0.962

natural (NBO) atomic charge list, values in e, 5 entries: C -0.620; C -0.144; N -0.831; C 0.690; N -0.873

[2]
Formula: C3H10N2O2
Source: the Open Molecules 2025 dataset
Level of theory: the ωB97M-V functional and the def2-TZVPD basis

## Properties
structure (SMILES)	NC(=O)O.CCN
F_max	0.0547	Eh/bohr
LUMO level	0.0274	Ha
ΔE to the lowest compared entry with this formula, charge and spin	15.5	kcal per mole
orbital gap	10.8	eV

Bonds (Å) are listed after each position.
Cartesian coordinates (Å):
1 N -2.5249 -0.4798 0.8864  C2 1.413, H5 1.013, H6 1.011
2 C -2.3042 -0.9637 -0.4227  N1 1.413, O3 1.189, O4 1.378
3 O -2.7336 -2.0094 -0.7926  C2 1.189
4 O -1.5494 -0.0607 -1.1386  C2 1.378, H7 0.984
5 H -2.2611 0.4708 1.1164  N1 1.013
6 H -3.1287 -1.1169 1.3873  N1 1.011
7 H -0.6131 -0.3132 -0.9694  O4 0.984
8 C 1.8397 1.5035 0.0319  C9 1.500, H11 1.129, H12 1.124, H13 1.108
9 C 1.1821 0.2185 0.4396  C8 1.500, N10 1.471, H14 1.098, H15 1.098
10 N 1.0404 -0.7261 -0.6796  C9 1.471, H16 1.019, H17 1.048
11 H 1.4467 1.8536 -0.9673  C8 1.129
12 H 1.6787 2.3115 0.7967  C8 1.124
13 H 2.9332 1.3857 -0.1041  C8 1.108
14 H 1.8279 -0.2364 1.2023  C9 1.098
15 H 0.1797 0.3578 0.8647  C9 1.098
16 H 1.1894 -1.6474 -0.2693  N10 1.019
17 H 1.7970 -0.5478 -1.3817  N10 1.048

natural (NBO) atomic charge list, values in e, 5 entries: N -0.891; C 0.890; O -0.605; O -0.771; H 0.406